Entry 1:
Here is a molecular structure, C44H36NNdO3P2S2 from the OMol25 dataset. Energies are from ωB97M-V/def2-TZVPD.

Each line ends with the Mulliken charge.
Positions of all 89 atoms, in Å:
Nd1 1.1263 -0.0040 -1.2243  1.06
P1 -0.5434 2.4572 -0.8273  1.27
C1 -0.5115 0.0455 0.4915  0.38
O1 -1.1559 0.0291 1.4621  -0.15
P2 -0.5323 -2.7764 -0.7206  1.11
C2 -0.4879 3.3356 0.7586  0.50
C3 -2.0240 3.0697 -1.7070  0.14
C4 0.9449 2.9806 -1.7768  0.45
C5 1.0731 -3.6171 -1.0798  0.12
C6 -1.1968 -3.5399 0.8022  0.26
C7 -1.6735 -3.2583 -2.0688  0.31
C8 0.6261 4.0847 1.1698  -0.45
C9 0.6107 4.7360 2.4016  -0.50
C10 -0.4787 4.6118 3.2679  -0.52
C11 -1.5576 3.7989 2.8987  -0.79
C12 -1.5648 3.1708 1.6513  -0.35
H1 1.4977 4.1714 0.5261  0.38
H2 1.4583 5.3531 2.6898  0.42
H3 -0.4792 5.1467 4.2203  0.44
H4 -2.3991 3.6626 3.5841  0.44
H5 -2.4201 2.5617 1.3597  0.48
C13 2.2286 2.4817 -1.3818  0.69
C14 3.3607 2.8262 -2.1407  -0.87
C15 3.2608 3.7474 -3.1805  -0.71
C16 2.0119 4.2491 -3.5552  -0.62
C17 0.8573 3.8395 -2.8887  -0.95
H6 2.3868 1.9552 -0.4096  -0.11
H7 4.3248 2.3814 -1.8875  0.55
H8 4.1563 4.0940 -3.7000  0.45
H9 1.9339 4.9699 -4.3687  0.45
H10 -0.1240 4.1965 -3.2058  0.46
C18 -2.5646 4.3535 -1.4992  -0.16
C19 -3.6998 4.7748 -2.2020  -0.64
C20 -4.3138 3.9176 -3.1191  -0.53
C21 -3.7913 2.6337 -3.3310  -0.64
C22 -2.6579 2.2100 -2.6353  -0.51
H11 -2.0932 5.0234 -0.7811  0.47
H12 -4.1003 5.7771 -2.0338  0.42
H13 -5.1957 4.2515 -3.6688  0.40
H14 -4.2779 1.9646 -4.0459  0.41
H15 -2.2622 1.2065 -2.8148  0.21
C23 -2.4294 -4.2227 0.8872  -0.55
C24 -2.8597 -4.7620 2.1051  -0.67
C25 -2.0832 -4.6176 3.2610  -0.59
C26 -0.8667 -3.9244 3.1900  -0.77
C27 -0.4230 -3.4079 1.9718  -0.24
H16 -3.0433 -4.3533 -0.0042  0.42
H17 -3.8086 -5.3025 2.1520  0.41
H18 -2.4190 -5.0485 4.2079  0.39
H19 -0.2591 -3.7927 4.0896  0.50
H20 0.5432 -2.9029 1.9190  0.53
C28 2.0529 -2.9379 -1.8425  -0.16
C29 3.3372 -3.4705 -1.9636  -0.90
C30 3.6274 -4.7461 -1.4798  -0.63
C31 2.6443 -5.4587 -0.7910  -0.66
C32 1.3855 -4.8879 -0.5706  -0.04
H21 1.8155 -2.0436 -2.4571  0.43
H22 4.1079 -2.8812 -2.4617  0.43
H23 4.6042 -5.1985 -1.6550  0.42
H24 2.8433 -6.4667 -0.4292  0.44
H25 0.6253 -5.4347 -0.0135  0.50
C33 -1.4161 -4.3582 -2.9030  -0.36
C34 -2.3272 -4.7195 -3.8990  -0.67
C35 -3.4786 -3.9578 -4.1066  -0.55
C36 -3.7063 -2.8131 -3.3328  -0.63
C37 -2.8105 -2.4554 -2.3236  -0.51
H26 -0.4969 -4.9260 -2.7677  0.38
H27 -2.1243 -5.5938 -4.5169  0.42
H28 -4.1898 -4.2501 -4.8779  0.40
H29 -4.5871 -2.1969 -3.5206  0.43
H30 -2.9873 -1.5512 -1.7349  0.40
H31 2.6583 -0.2391 -4.0023  -0.13
H32 2.0059 -0.2475 -4.4025  0.20
O2 3.0087 3.7660 3.3015  -0.57
S1 3.4731 2.4049 3.2037  1.12
O3 4.8742 2.1495 3.4153  -0.65
N1 2.9224 1.6274 1.8205  -0.29
C38 2.3708 0.4579 2.1137  0.29
S2 2.3671 -0.8711 1.0020  -0.22
C39 1.9356 0.3313 3.5077  0.45
C40 1.1319 -0.6177 4.1460  0.33
C41 0.8834 -0.5070 5.5114  -0.72
C42 1.4770 0.5280 6.2541  -0.52
C43 2.3047 1.4695 5.6248  -0.72
C44 2.4924 1.3675 4.2553  -0.22
H33 0.7313 -1.4492 3.5760  -0.06
H34 0.2440 -1.2343 6.0172  0.44
H35 1.2992 0.6015 7.3257  0.43
H36 2.7969 2.2712 6.1681  0.49

Properties
**⟨S²⟩**: 3.76
**HOMO-LUMO gap (spin up / spin down)**: 6.58 / 6.90 eV
**Multiplicity**: 4
**Calculated total energy**: -109354.1983 eV
**Net charge**: +2
**Strongest force on any atom**: 0.10907 hartree/bohr

=====

Entry 2:
Here is a molecular structure, C44H37BBrF4N7O2PTi from the OMol25 dataset. Energies are from ωB97M-V/def2-TZVPD.

Each line ends with the Mulliken charge.
Positions of all 98 atoms, in Å:
Ti1 -0.5690 -0.7283 0.0891  -0.47
C1 -3.7089 -1.2225 4.0328  -1.30
C2 -2.7069 -0.1127 4.0020  1.00
C3 -2.1794 0.3878 5.1902  -0.83
C4 -1.2595 1.4203 5.1227  -0.96
C5 -0.9142 1.9290 3.8891  -0.67
C6 -1.5021 1.3802 2.7367  0.30
N1 -2.3691 0.3670 2.8131  -0.10
C7 -1.2236 1.9291 1.4029  0.73
C8 -0.8705 3.2652 1.3031  -1.04
C9 -0.7094 3.8619 0.0576  -1.30
C10 -1.0553 3.1144 -1.0526  -0.79
C11 -1.4339 1.7803 -0.9183  -0.11
N2 -1.3781 1.1273 0.2961  1.19
C12 -2.0743 1.0832 -2.0298  1.10
C13 -2.1112 1.6126 -3.3265  -0.62
C14 -2.8344 0.9574 -4.2991  -0.96
C15 -3.5342 -0.1840 -3.9563  -1.07
C16 -3.4763 -0.6442 -2.6402  0.94
C17 -4.3240 -1.8129 -2.2514  -1.30
N3 -2.7532 -0.0342 -1.7097  0.16
H1 -4.1372 -1.3471 5.0246  0.52
H2 -3.2230 -2.1528 3.7456  0.07
H3 -4.4997 -1.0190 3.3168  0.29
H4 -2.4944 -0.0155 6.1398  0.41
H5 -0.8269 1.8271 6.0267  0.56
H6 -0.1840 2.7196 3.8226  0.34
H7 -0.7626 3.8596 2.1952  0.54
H8 -0.4093 4.8931 -0.0352  0.50
H9 -1.0896 3.5950 -2.0156  0.51
H10 -1.5954 2.5208 -3.5818  0.38
H11 -2.8689 1.3496 -5.3039  0.49
H12 -4.1383 -0.7013 -4.6832  0.48
H13 -4.4694 -2.4675 -3.1057  0.51
H14 -5.2970 -1.4489 -1.9190  0.35
H15 -3.8618 -2.3803 -1.4521  -0.02
O1 2.4189 -2.3041 1.5915  -0.95
C18 2.2203 -1.8220 0.4709  -0.36
O2 1.0810 -1.6891 -0.0716  0.42
C19 3.3709 -1.3107 -0.3525  0.31
C20 4.6220 -1.9159 -0.2864  -0.64
C21 5.6494 -1.4838 -1.1044  -0.70
C22 5.4291 -0.4453 -1.9957  -0.93
C23 4.1986 0.1804 -2.0402  -0.61
C24 3.1565 -0.2375 -1.2195  0.37
P1 1.5449 0.6747 -1.2679  3.15
C25 2.2804 2.3362 -0.9586  1.31
C26 2.8884 3.1772 -1.8832  -0.68
C27 3.4285 4.3858 -1.4760  -0.91
C28 3.3701 4.7711 -0.1473  -0.79
C29 2.7656 3.9394 0.7806  -0.62
C30 2.2283 2.7319 0.3770  -0.86
C31 1.2928 0.5667 -3.0745  0.47
C32 1.3398 -0.7180 -3.6145  -1.23
C33 0.9506 -0.9488 -4.9188  -0.65
C34 0.5607 0.1118 -5.7202  -0.77
C35 0.5616 1.3974 -5.2076  -1.21
C36 0.8930 1.6240 -3.8825  -0.20
H16 4.7678 -2.7416 0.3957  0.51
H17 6.6173 -1.9600 -1.0594  0.41
H18 6.2163 -0.1231 -2.6616  0.45
H19 4.0413 0.9932 -2.7324  0.29
H20 2.9505 2.9027 -2.9260  0.41
H21 3.9020 5.0300 -2.2030  0.46
H22 3.7986 5.7133 0.1648  0.40
H23 2.7128 4.2358 1.8180  0.48
H24 1.7567 2.0764 1.1006  -0.03
H25 1.6473 -1.5419 -2.9868  0.37
H26 0.9410 -1.9598 -5.2963  0.51
H27 0.2420 -0.0668 -6.7367  0.41
H28 0.2739 2.2275 -5.8368  0.43
H29 0.8295 2.6229 -3.4760  0.61
F1 -0.6114 -3.6790 -0.7536  -0.21
B1 -0.7504 -3.1025 -1.9817  -0.08
F2 -0.7885 -1.5938 -1.6701  0.30
F3 0.3159 -3.3146 -2.7792  -0.28
F4 -1.9228 -3.3987 -2.5784  -0.25
Br1 -4.8081 -5.4089 2.2533  -0.23
C37 -3.5921 -4.0050 1.7997  -0.37
C38 -2.2476 -4.1498 2.0856  -0.84
C39 -1.3781 -3.1232 1.7451  -0.52
C40 -1.8242 -1.9588 1.1153  2.18
C41 -3.1963 -1.8381 0.8897  -0.96
C42 -4.0851 -2.8504 1.2234  -0.70
H30 -1.8810 -5.0619 2.5335  0.45
H31 -0.3192 -3.2635 1.9439  0.17
H32 -3.5828 -0.9208 0.4594  0.68
H33 -5.1437 -2.7486 1.0324  0.52
N4 2.5022 -0.3512 5.9109  -0.36
C43 2.2755 -0.8166 4.6650  0.25
N5 2.8632 -1.9330 4.2465  -0.26
N6 1.4807 -0.0851 3.9238  -0.54
C44 1.0034 -0.2508 2.7664  0.53
N7 0.4201 -0.1385 1.7628  0.02
H34 2.9717 -0.9130 6.5976  0.20
H35 1.9457 0.4256 6.2212  0.22
H36 3.4986 -2.4468 4.8316  0.21
H37 2.7523 -2.2092 3.2647  0.41

Properties
**⟨S²⟩**: 0.76
**Relative energy (zero: lowest compared OMol25 entry of this formula, charge and spin)**: 1.801 eV
**HOMO-LUMO gap (spin up / spin down)**: 5.92 / 6.84 eV
**Multiplicity**: 2
**Calculated total energy**: -174756.8392 eV
**Strongest force on any atom**: 0.06888 hartree/bohr

=====

| no. | molecular weight (g mol⁻¹) |
| --- | --- |
| 1 | 897.1 |
| 2 | 941.4 |